(1)
The following is a DFT calculation (wB97M-V/def2-TZVPD) of a molecular structure, C40H55CdN7O9P at a distorted geometry.

Multiplicity: 1
E_tot (eV): -85089.0261
Net charge: -1
E_HOMO (eV): -5.431

Element x y z (Å)
Cd1 -2.34667 0.72937 1.58045
O1 -2.38536 3.35051 0.80081
C1 -3.39681 3.53063 -0.17675
C2 -3.72930 2.24449 -0.91554
N1 -4.06514 1.12773 -0.02992
C3 -4.20287 -0.10899 -0.80432
C4 -4.16792 -1.37258 0.07011
O2 -4.71030 -2.37977 -0.39526
O3 -3.51793 -1.27181 1.15571
C5 -5.28488 1.36798 0.75449
C6 -5.10577 2.26851 1.98593
O4 -6.06296 2.95058 2.33585
O5 -3.96092 2.19470 2.55242
H1 -2.84914 3.17327 1.64443
H2 -3.01860 4.23930 -0.91974
H3 -4.29419 3.97115 0.26846
H4 -2.86168 1.93946 -1.50525
H5 -4.56384 2.45128 -1.60497
H6 -3.34951 -0.17438 -1.48398
H7 -5.12456 -0.11409 -1.39811
H8 -5.62367 0.40458 1.14088
H9 -6.07860 1.78196 0.12309
C7 2.61368 -3.10797 -0.22398
O6 2.52139 -1.81411 0.34973
C8 3.63352 -1.27219 0.90885
C9 4.78056 -1.99413 1.21921
C10 5.89116 -1.35313 1.75569
C11 5.86121 0.01085 1.99198
C12 4.70174 0.72339 1.72010
C13 3.57904 0.10239 1.18864
N2 2.45035 0.87520 0.86172
C14 1.15992 0.76250 1.37478
N3 0.92449 -0.31388 2.19209
C15 0.10237 -0.24059 3.36750
C16 -1.21621 0.18012 3.32652
C17 -1.90708 0.23414 4.54311
C18 -1.31421 -0.14043 5.74285
C19 0.00042 -0.59253 5.75661
C20 0.70379 -0.63392 4.56707
O7 2.01160 -1.10767 4.52397
C21 2.95959 -0.23140 5.11243
N4 0.23736 1.60037 1.07303
C22 0.56300 2.80433 0.44876
C23 0.02297 3.12238 -0.79799
C24 0.32226 4.31940 -1.42500
C25 1.15559 5.24663 -0.81038
C26 1.66530 4.96961 0.44954
C27 1.36464 3.76917 1.07648
O8 1.89576 3.52445 2.32868
C28 0.91870 3.56815 3.37501
H10 1.71412 -3.23617 -0.82219
H11 2.65292 -3.87864 0.54970
H12 3.49788 -3.18747 -0.86177
H13 4.81433 -3.05785 1.03463
H14 6.77851 -1.93015 1.98140
H15 6.72397 0.51696 2.40413
H16 4.64411 1.78694 1.92338
H17 2.65814 1.81539 0.56284
H18 1.73869 -0.88197 2.36572
H19 -2.93402 0.58166 4.55186
H20 -1.87767 -0.09339 6.66738
H21 0.47760 -0.91257 6.67523
H22 2.63334 0.09942 6.10104
H23 3.12064 0.64917 4.48168
H24 3.89527 -0.78085 5.20407
H25 -0.65096 2.40671 -1.24831
H26 -0.10593 4.53499 -2.39612
H27 1.38839 6.18652 -1.29410
H28 2.29232 5.67932 0.97483
H29 0.39805 4.52916 3.36216
H30 1.46342 3.46380 4.31131
H31 0.18629 2.76408 3.27954
O9 -1.11715 0.15574 -2.17430
P1 -0.32488 -1.04303 -2.53706
N5 -0.51605 -2.33031 -1.48106
C29 -0.56474 -1.93064 -0.06408
C30 -0.82427 -3.23462 0.66726
C31 -1.77108 -3.99025 -0.27599
C32 -1.57393 -3.35083 -1.66461
N6 -0.67713 -1.56967 -4.07763
C33 -1.95827 -1.14295 -4.68734
C34 -2.27621 -2.23036 -5.72134
C35 -1.53597 -3.46467 -5.20870
C36 -0.25351 -2.85391 -4.65248
N7 1.30847 -0.70944 -2.50853
C37 1.73819 0.53491 -1.83647
C38 3.23169 0.58320 -2.11870
C39 3.31744 0.01275 -3.53427
C40 2.27006 -1.10530 -3.53879
H32 -1.40214 -1.26405 0.15142
H33 0.36251 -1.44633 0.24316
H34 -1.28582 -3.04358 1.63559
H35 0.11019 -3.77939 0.81991
H36 -2.80554 -3.86470 0.04082
H37 -1.54380 -5.05687 -0.30200
H38 -2.51942 -2.91988 -2.01117
H39 -1.24566 -4.08957 -2.39219
H40 -1.85255 -0.16408 -5.15602
H41 -2.74229 -1.05849 -3.93324
H42 -1.88353 -1.94374 -6.69990
H43 -3.34880 -2.38991 -5.82217
H44 -1.34464 -4.20458 -5.98663
H45 -2.10910 -3.93681 -4.41396
H46 0.44721 -2.68040 -5.47867
H47 0.25878 -3.47012 -3.91316
H48 1.50887 0.50562 -0.76983
H49 1.23762 1.40670 -2.26540
H50 3.77300 -0.05044 -1.41418
H51 3.62649 1.59618 -2.04238
H52 4.30965 -0.35408 -3.79792
H53 3.03657 0.78401 -4.25510
H54 2.73083 -2.06963 -3.29059
H55 1.79723 -1.20653 -4.51652

Results of the natural (NBO) charge analysis, in e, for atoms 1 through 4: 1.6305, -0.7764, -0.0838, -0.2523



(2)
The following is a DFT calculation (wB97M-V/def2-TZVPD) of 10 unconnected molecules or ions with the total composition C40H56F21N3O14 at a distorted geometry.

Multiplicity: 1
E_tot (eV): -132591.0130
SMILES string: CCOC(=O)C(F)(F)F.CCOC(=O)C(F)(F)F.CCOC(=O)C(F)(F)F.CCOC(=O)C(F)(F)F.CCOC(=O)C(F)(F)F.CCOC(=O)C(F)(F)F.CCOC(=O)C(F)(F)F.CCCC#N.CCCC#N.CCCC#N
E_HOMO (eV): -11.219

Element x y z (Å)
C1 0.16923 -0.03386 5.65954
C2 -1.28099 0.26807 5.55431
O1 -1.70148 -0.10473 4.23211
C3 -1.81830 0.87966 3.35839
O2 -1.76027 2.04670 3.55551
C4 -2.10889 0.28228 2.03112
F1 -2.40547 1.25604 1.11237
F2 -0.97174 -0.28777 1.62261
F3 -3.19028 -0.56610 2.00986
H1 0.23756 -1.11158 5.69723
H2 0.67791 0.41443 6.56555
H3 0.66758 0.33243 4.75288
H4 -1.47498 1.34962 5.68199
H5 -1.86253 -0.25525 6.30837
C5 -1.00321 -6.61053 -0.29765
C6 0.11550 -6.61407 0.74560
O3 1.21173 -5.80659 0.30703
C7 2.10190 -6.21752 -0.51212
O4 2.16179 -7.33315 -0.94377
C8 3.19533 -5.10397 -0.77699
F4 3.65800 -4.52041 0.32966
F5 4.24517 -5.62893 -1.41823
F6 2.65573 -4.13447 -1.56977
H6 -1.31373 -5.53495 -0.34784
H7 -1.77974 -7.23865 0.16781
H8 -0.65691 -6.97925 -1.26567
H9 0.46086 -7.62564 0.90070
H10 -0.22490 -6.23639 1.73634
C9 -0.86581 1.13388 -5.83166
C10 0.38936 1.85165 -5.50777
O5 0.26852 3.29442 -5.30679
C11 -0.24984 3.71142 -4.17176
O6 -0.53894 3.09357 -3.16361
C12 -0.25802 5.26694 -4.22322
F7 -1.13412 5.73771 -3.35962
F8 0.95143 5.76106 -3.89870
F9 -0.53114 5.80051 -5.41247
H11 -1.67338 1.23319 -5.12576
H12 -0.75265 0.07490 -5.95061
H13 -1.16764 1.57627 -6.77916
H14 1.05379 1.71896 -6.31981
H15 0.92827 1.55059 -4.61133
C13 4.32793 0.18476 -5.42191
C14 3.95418 1.22169 -4.39248
O7 4.93154 1.08173 -3.29803
C15 6.00532 1.88327 -3.32639
O8 6.40082 2.62083 -4.22489
C16 6.65048 1.79598 -1.97126
F10 5.71333 1.48944 -1.03506
F11 7.66783 0.92889 -1.98626
F12 7.17647 2.94434 -1.64697
H16 3.62890 0.18529 -6.25521
H17 4.35526 -0.80569 -5.03858
H18 5.34393 0.36515 -5.79632
H19 2.93229 1.11135 -3.94102
H20 4.10337 2.25884 -4.71758
C17 -5.56281 -5.78018 -0.86038
C18 -6.23129 -4.54631 -0.15718
O9 -5.31769 -4.28896 0.95990
C19 -5.52125 -4.84952 2.15704
O10 -6.31449 -5.68485 2.46450
C20 -4.39289 -4.37353 3.18412
F13 -5.00234 -4.05819 4.34602
F14 -3.59328 -5.41991 3.44125
F15 -3.78292 -3.23457 2.78168
H21 -6.13649 -6.11461 -1.70736
H22 -5.54845 -6.59194 -0.17368
H23 -4.53217 -5.63553 -1.30788
H24 -7.22012 -4.81077 0.24567
H25 -6.30737 -3.64562 -0.82265
C21 -5.46772 4.07032 -0.66263
C22 -4.78978 3.13249 -1.67352
O11 -5.30060 1.78437 -1.35323
C23 -4.74958 0.64166 -1.77371
O12 -3.66150 0.57614 -2.33976
C24 -5.65700 -0.58517 -1.43200
F16 -6.90982 -0.44642 -1.97088
F17 -5.10388 -1.67844 -2.00142
F18 -5.77408 -0.75282 -0.12535
H26 -5.25378 5.11072 -0.86774
H27 -5.08951 3.84414 0.34990
H28 -6.53344 3.83408 -0.57955
H29 -3.68289 3.09374 -1.52936
H30 -5.07448 3.20754 -2.69646
C25 1.76533 1.48058 -1.61516
C26 2.38098 0.16575 -1.11663
O13 1.40981 -0.88516 -1.22797
C27 1.28208 -1.45657 -2.41349
O14 1.91631 -1.21987 -3.42609
C28 0.05718 -2.35828 -2.46320
F19 0.37686 -3.44258 -3.15668
F20 -0.48547 -2.80208 -1.27712
F21 -0.88652 -1.60961 -3.04415
H31 1.42649 1.24282 -2.58569
H32 2.45566 2.31687 -1.66359
H33 0.87988 1.65342 -1.02424
H34 2.62630 0.24225 -0.07454
H35 3.26078 -0.08450 -1.68063
C29 -1.44912 5.69646 -0.13441
C30 -0.21284 4.77523 0.03076
C31 -0.07034 4.34347 1.52513
C32 0.69508 5.29280 2.25275
N1 1.35288 6.10741 2.76977
H36 -1.29042 6.63226 0.38961
H37 -2.34822 5.24269 0.23040
H38 -1.61307 5.98220 -1.14588
H39 0.74161 5.26892 -0.15707
H40 -0.29324 3.84164 -0.62247
H41 0.46656 3.37532 1.60615
H42 -1.06334 4.12651 1.99897
C33 1.38625 -2.92170 2.98503
C34 1.99157 -1.80818 2.12007
C35 3.53053 -1.70937 2.32447
C36 4.00819 -1.67039 3.71377
N2 4.44530 -1.68748 4.78804
H43 1.71932 -3.88478 2.63348
H44 0.28645 -2.90968 2.95449
H45 1.74202 -2.79506 4.00317
H46 1.53172 -0.83833 2.39227
H47 1.72351 -2.05807 1.10004
H48 3.87228 -0.81039 1.87207
H49 4.03919 -2.49723 1.79079
C37 2.19118 2.98949 5.77438
C38 3.29251 3.80494 5.11018
C39 4.07116 3.00419 4.03526
C40 3.23305 2.17867 3.19087
N3 2.53410 1.57401 2.50676
H50 1.90004 3.39404 6.73835
H51 2.45293 1.97622 6.00089
H52 1.31690 3.08350 5.18786
H53 4.01573 4.07787 5.91662
H54 2.87178 4.72429 4.77262
H55 4.84811 2.33400 4.40703
H56 4.51030 3.76723 3.32895

Results of the Mulliken charge analysis, in e, for atoms 1 through 4: -0.4815, -0.5084, -0.2108, 0.2846



Values of gap between HOMO and LUMO, in order: 7.6; 11.7, all in eV.